(1)
Computed, not measured: a structure of composition C5H7N in a non-equilibrium geometry, with ωB97M-V/def2-TZVPD.

```
13
Properties=species:S:1:pos:R:3:nbo_charge:R:1
C -0.63 -0.81 -0.35 0.22
C -1.91 0.68 0.09 -0.23
C -0.31 0.67 -0.21 -0.37
C 0.54 -0.42 0.39 -0.19
C 1.96 -0.58 -0.19 -0.59
N -1.88 -0.81 0.03 -0.35
H -2.25 1.14 1.06 0.21
H -2.55 1.08 -0.66 0.21
H 0.02 1.47 -0.91 0.23
H 0.41 -0.66 1.44 0.22
H 1.96 -0.52 -1.20 0.21
H 2.28 -1.53 0.09 0.22
H 2.36 0.29 0.41 0.22
```

Computed properties:
E = -249.26387 Eh
Energy above the lowest of the compared OMol25 structures with the same formula, charge and spin = 131.4 kcal/mol
Maximum force = 5.34 eV/A
LUMO = 0.036 eV
HOMO = -8.2527 eV

(2)
Computed, not measured: the molecule C5H7N, with ωB97M-V/def2-TZVPD.

```
13
Properties=species:S:1:pos:R:3:nbo_charge:R:1
C -1.62 0.06 0.77 -0.61
C -0.27 -0.15 0.15 -0.08
C 0.45 0.55 -1.00 -0.06
N 1.40 -0.53 -1.35 -0.59
C 1.14 -0.82 0.08 -0.04
C 0.94 0.62 0.41 -0.27
H -1.76 1.15 0.84 0.21
H -2.45 -0.34 0.18 0.21
H -1.71 -0.33 1.79 0.22
H 0.03 1.30 -1.66 0.21
H 0.99 -1.23 -1.98 0.33
H 1.63 -1.61 0.64 0.22
H 1.22 1.34 1.17 0.24
```

Computed properties:
E = -249.32116 Eh
Energy above the lowest of the compared OMol25 structures with the same formula, charge and spin = 95.4 kcal/mol
Maximum force = 0.60 eV/A
LUMO = 1.119 eV
HOMO = -8.6842 eV

(3)
Computed, not measured: the molecule C5H7N in a non-equilibrium geometry, with ωB97M-V/def2-TZVPD.

```
13
Properties=species:S:1:pos:R:3:nbo_charge:R:1
C -0.92 1.44 -0.18 -0.12
C -0.88 0.19 0.10 -0.06
C 1.65 -0.05 -0.26 0.03
C 0.58 0.03 0.57 -0.20
C -1.87 -0.90 -0.12 -0.66
N 2.80 -0.17 0.22 -0.62
H -0.71 2.43 0.05 0.22
H 1.41 0.10 -1.33 0.15
H 0.71 0.50 1.49 0.21
H -2.72 -0.63 0.63 0.22
H -1.32 -1.70 0.37 0.24
H -2.24 -0.81 -1.08 0.24
H 3.51 -0.44 -0.45 0.34
```

Computed properties:
E = -249.26500 Eh
Energy above the lowest of the compared OMol25 structures with the same formula, charge and spin = 130.7 kcal/mol
Maximum force = 5.44 eV/A
LUMO (alpha / beta) = -0.359 / -0.045 eV
HOMO (alpha / beta) = -8.1333 / -8.3419 eV